#A
22
Properties=species:S:1:pos:R:3:nbo_charge:R:1 method="wB97M-V/def2-TZVPD" spin_multiplicity=1 e_homo_ha=-0.3327 smiles=CCC[C@@H](C)N.O total_charge=0 mol_weight_g_mol=105.181
C -0.579 1.440 1.736 -0.61
C -1.056 1.216 0.300 -0.38
C -1.215 -0.268 -0.047 -0.41
C 0.132 -1.019 -0.079 -0.04
C 0.112 -2.358 0.699 -0.63
N 0.551 -1.182 -1.479 -0.84
H 0.498 1.272 1.774 0.20
H -1.174 0.825 2.398 0.20
H -0.675 2.487 2.027 0.21
H -1.974 1.774 0.139 0.20
H -0.319 1.676 -0.365 0.18
H -1.881 -0.703 0.700 0.19
H -1.637 -0.305 -1.045 0.22
H 0.892 -0.379 0.369 0.18
H 1.161 -2.584 0.897 0.20
H -0.133 -3.155 0.001 0.21
H -0.370 -2.276 1.663 0.21
H 1.529 -1.409 -1.583 0.36
H -0.007 -1.890 -1.938 0.35
O 2.013 2.160 -2.426 -0.93
H 1.319 2.502 -1.852 0.47
H 2.814 2.176 -1.888 0.46

***

#B
22
Properties=species:S:1:pos:R:3:nbo_charge:R:1 method="wB97M-V/def2-TZVPD" spin_multiplicity=1 e_homo_ha=-0.3433 smiles=CC(C)[C@H](C)N.O total_charge=0 mol_weight_g_mol=105.181
C -1.576 0.490 -2.374 -0.60
C -0.959 -0.472 -1.364 -0.22
C -2.021 -1.294 -0.615 -0.61
C -0.011 0.307 -0.428 -0.03
C 0.562 -0.414 0.808 -0.63
N -0.834 1.470 0.078 -0.83
H -1.707 -0.069 -3.309 0.20
H -0.944 1.339 -2.618 0.22
H -2.572 0.801 -2.075 0.21
H -0.374 -1.208 -1.904 0.19
H -1.631 -2.256 -0.300 0.21
H -2.479 -0.747 0.210 0.19
H -2.851 -1.415 -1.317 0.21
H 0.780 0.763 -1.003 0.19
H 1.179 -1.286 0.607 0.21
H 1.167 0.323 1.325 0.21
H -0.329 -0.655 1.386 0.20
H -1.564 1.114 0.686 0.34
H -0.192 1.954 0.698 0.35
O 5.170 0.612 4.021 -0.94
H 6.125 0.720 4.125 0.47
H 5.062 -0.075 3.363 0.47

***

#C
22
Properties=species:S:1:pos:R:3:nbo_charge:R:1 method="wB97M-V/def2-TZVPD" spin_multiplicity=1 e_homo_ha="-0.2216 / -0.2218" total_charge=0 mol_weight_g_mol=105.181
C 1.265 -0.600 0.493 0.00
C 0.473 0.059 -2.309 -0.27
C 2.301 -1.484 -0.102 -0.69
O 0.723 0.596 -1.022 -0.68
H 1.565 0.205 1.147 0.21
H 0.326 -1.055 0.775 0.21
H 1.413 -0.283 -2.749 0.18
H 0.047 0.815 -2.976 0.20
H -0.220 -0.790 -2.251 0.17
H 3.161 -0.920 -0.465 0.23
H 1.899 -2.088 -0.919 0.23
H 2.667 -2.189 0.657 0.24
C -1.189 1.054 0.848 -0.38
C -2.498 0.469 0.356 -0.63
N -1.032 0.877 2.264 -0.85
H -0.655 -0.031 2.527 0.33
H -0.468 1.592 2.708 0.36
H -1.082 2.118 0.621 0.17
H -0.201 0.795 -0.347 0.40
H -2.594 0.572 -0.728 0.19
H -2.554 -0.609 0.561 0.18
H -3.347 0.896 0.911 0.19

***

#D
22
Properties=species:S:1:pos:R:3:nbo_charge:R:1 method="wB97M-V/def2-TZVPD" spin_multiplicity=1 e_homo_ha=-0.2719 smiles=CCN(C)CC.O total_charge=0 mol_weight_g_mol=105.181
C 1.759 -1.567 1.348 -0.64
C 1.852 0.056 1.252 -0.19
N 1.162 0.630 0.170 -0.49
C 1.804 0.503 -1.154 -0.40
C -0.144 1.252 0.128 -0.20
C -1.256 0.249 0.397 -0.62
H 2.463 -1.881 2.124 0.20
H 0.754 -1.798 1.702 0.19
H 1.849 -2.166 0.441 0.20
H 2.939 0.080 1.153 0.18
H 1.414 0.396 2.193 0.20
H 2.231 1.477 -1.419 0.19
H 1.050 0.060 -1.811 0.19
H 2.652 -0.182 -1.096 0.19
H -0.395 1.640 -0.865 0.20
H -0.220 2.088 0.819 0.18
H -2.226 0.755 0.450 0.21
H -1.069 -0.406 1.253 0.20
H -1.374 -0.489 -0.408 0.20
O -4.840 0.086 -2.179 -0.93
H -4.621 -0.804 -2.465 0.47
H -5.783 0.020 -2.032 0.47

***

List of relative energies, unit eV: #A 0.068; #B 0.000; #C 4.931; #D 1.170

***

#A
22
Properties=species:S:1:pos:R:3:nbo_charge:R:1 method="wB97M-V/def2-TZVPD" spin_multiplicity=1 e_homo_ha=-0.3500 smiles=CCCCCN.O total_charge=0 mol_weight_g_mol=105.181
C -0.749 1.335 -2.550 -0.61
C -1.289 0.936 -1.184 -0.40
C -0.395 1.388 -0.042 -0.40
C 0.969 0.715 0.034 -0.43
C 0.990 -0.844 0.109 -0.22
N 1.170 -1.350 1.495 -0.86
H -1.475 1.288 -3.354 0.21
H -0.356 2.357 -2.534 0.20
H 0.087 0.688 -2.768 0.20
H -1.421 -0.139 -1.146 0.19
H -2.292 1.328 -1.004 0.20
H -0.209 2.462 -0.138 0.20
H -0.902 1.378 0.930 0.20
H 1.681 1.112 -0.694 0.21
H 1.462 0.994 0.967 0.20
H 0.068 -1.286 -0.263 0.19
H 1.874 -1.159 -0.441 0.19
H 0.571 -0.787 2.083 0.35
H 2.146 -1.317 1.729 0.36
O -0.979 -3.236 2.940 -0.95
H -0.678 -2.672 2.222 0.48
H -0.273 -3.192 3.609 0.47

***

#B
22
Properties=species:S:1:pos:R:3:nbo_charge:R:1 method="wB97M-V/def2-TZVPD" spin_multiplicity=1 e_homo_ha=-0.2992 smiles=CC(C)N(C)C.O total_charge=0 mol_weight_g_mol=105.181
C -1.462 0.921 0.759 -0.66
C -0.853 0.905 -0.723 -0.02
C -0.115 2.201 -1.098 -0.64
N 0.140 -0.191 -0.883 -0.47
C -0.443 -1.495 -0.784 -0.43
C 1.374 -0.148 -0.086 -0.47
H -2.220 1.661 0.773 0.22
H -0.791 1.395 1.518 0.19
H -1.531 -0.098 1.135 0.22
H -1.768 0.575 -1.330 0.20
H -0.510 2.753 -1.946 0.22
H -0.035 2.802 -0.253 0.20
H 0.858 2.002 -1.544 0.22
H -1.525 -1.387 -0.929 0.19
H -0.015 -2.276 -1.421 0.20
H -0.408 -1.945 0.212 0.19
H 2.072 -0.686 -0.784 0.23
H 1.239 -0.206 1.037 0.19
H 1.799 0.918 -0.209 0.20
O 1.113 -2.899 2.046 -0.94
H 1.875 -2.395 1.544 0.47
H 1.210 -2.408 2.968 0.47

***

#C
22
Properties=species:S:1:pos:R:3:nbo_charge:R:1 method="wB97M-V/def2-TZVPD" spin_multiplicity=1 e_homo_ha=-0.3411 smiles=CC(C)[C@H](C)N.O total_charge=0 mol_weight_g_mol=105.181
C 0.150 1.540 1.423 -0.61
C -0.519 0.404 0.668 -0.24
C -1.376 -0.467 1.617 -0.61
C 0.464 -0.423 -0.157 -0.04
C -0.179 -1.131 -1.328 -0.64
N 1.308 -1.336 0.636 -0.85
H 0.054 2.533 0.976 0.22
H 1.215 1.319 1.616 0.20
H -0.316 1.684 2.399 0.21
H -1.266 0.812 -0.026 0.20
H -1.683 -1.398 1.123 0.21
H -0.842 -0.707 2.541 0.20
H -2.198 0.154 1.946 0.21
H 1.202 0.283 -0.570 0.18
H -0.719 -0.438 -1.966 0.22
H 0.563 -1.753 -1.837 0.22
H -0.919 -1.902 -1.096 0.21
H 1.937 -0.804 1.210 0.36
H 0.759 -2.004 1.172 0.36
O 0.457 1.244 -3.700 -0.93
H 0.772 0.488 -3.166 0.47
H 1.136 1.903 -3.482 0.47

***

#D
22
Properties=species:S:1:pos:R:3:nbo_charge:R:1 method="wB97M-V/def2-TZVPD" spin_multiplicity=1 e_homo_ha=-0.3447 smiles=CCCNCC.O total_charge=0 mol_weight_g_mol=105.181
C -0.782 1.650 1.277 -0.61
C 0.501 1.710 0.445 -0.43
C 0.459 0.951 -0.862 -0.22
N 0.585 -0.514 -0.842 -0.64
C -0.311 -1.217 0.072 -0.24
C 0.260 -1.511 1.474 -0.64
H -0.752 0.747 1.823 0.20
H -1.659 1.740 0.627 0.20
H -0.823 2.450 2.016 0.21
H 0.832 2.710 0.215 0.21
H 1.302 1.296 1.086 0.19
H 1.145 1.302 -1.635 0.20
H -0.536 1.144 -1.307 0.18
H 1.504 -0.670 -0.432 0.35
H -1.215 -0.623 0.218 0.19
H -0.631 -2.134 -0.421 0.21
H 0.526 -2.553 1.551 0.22
H 1.164 -0.906 1.646 0.20
H -0.321 -1.073 2.287 0.22
O -0.519 -1.890 -3.042 -0.98
H -0.039 -1.301 -2.409 0.49
H -0.688 -1.308 -3.789 0.46

***

List of relative energies, unit eV: #A 0.161; #B 2.056; #C 0.000; #D 0.447

***

#A
22
Properties=species:S:1:pos:R:3:nbo_charge:R:1 method="wB97M-V/def2-TZVPD" spin_multiplicity=1 e_homo_ha=-0.3343 smiles=CCCNCC.O total_charge=0 mol_weight_g_mol=105.181
C -1.032 2.331 -0.345 -0.61
C -0.215 1.864 0.880 -0.40
C 0.886 0.897 0.518 -0.22
N 0.411 -0.446 0.206 -0.66
C 0.303 -0.812 -1.208 -0.22
C 1.522 -1.537 -1.777 -0.63
H -0.395 2.722 -1.132 0.20
H -1.668 1.516 -0.671 0.21
H -1.754 3.077 -0.021 0.21
H -0.939 1.399 1.565 0.20
H 0.179 2.725 1.426 0.20
H 1.481 1.316 -0.303 0.17
H 1.654 0.847 1.289 0.19
H 0.987 -1.090 0.731 0.37
H 0.147 0.117 -1.739 0.19
H -0.613 -1.389 -1.359 0.20
H 1.803 -1.201 -2.769 0.21
H 1.421 -2.627 -1.820 0.21
H 2.395 -1.346 -1.133 0.20
O -1.688 -1.947 1.592 -0.97
H -1.571 -2.009 2.544 0.46
H -1.109 -1.215 1.316 0.49

***

#B
22
Properties=species:S:1:pos:R:3:nbo_charge:R:1 method="wB97M-V/def2-TZVPD" spin_multiplicity=1 e_homo_ha=-0.3118 smiles=CCN(C)CC.O total_charge=0 mol_weight_g_mol=105.181
C 0.790 -1.291 -1.337 -0.64
C -0.040 -0.131 -1.818 -0.22
N -0.601 0.719 -0.718 -0.44
C -1.819 0.110 -0.183 -0.44
C 0.364 0.999 0.373 -0.23
C -0.232 2.137 1.202 -0.63
H 1.280 -1.793 -2.172 0.22
H 1.642 -0.908 -0.747 0.19
H 0.257 -1.923 -0.623 0.21
H 0.389 0.559 -2.551 0.20
H -0.923 -0.550 -2.317 0.19
H -1.639 -0.522 0.698 0.18
H -2.392 -0.318 -1.010 0.20
H -2.569 0.872 0.089 0.19
H 1.270 1.377 -0.088 0.20
H 0.597 0.109 0.966 0.16
H -0.268 3.017 0.552 0.21
H -1.304 2.137 1.402 0.22
H 0.306 2.381 2.112 0.21
O 1.374 -2.533 2.296 -0.93
H 1.646 -2.724 1.404 0.46
H 1.873 -1.724 2.473 0.47

***

List of relative energies, unit eV: #A 0.000; #B 0.765

***

#A
9
Properties=species:S:1:pos:R:3:nbo_charge:R:1 method="wB97M-V/def2-TZVPD" spin_multiplicity=1 e_homo_ha=-0.1356 smiles="O=C([O-])CP" total_charge=-1 mol_weight_g_mol=91.026
O -1.342 1.169 0.014 -0.77
C -1.366 -0.051 0.027 0.82
O -2.101 -0.959 0.271 -0.73
C 0.177 -0.503 -0.461 -0.88
P 1.048 1.041 -0.045 0.34
H 0.095 -0.671 -1.558 0.21
H 0.548 -1.274 0.221 0.20
H 2.247 0.427 0.233 -0.13
H 0.693 0.820 1.298 -0.05

***

#B
9
Properties=species:S:1:pos:R:3:nbo_charge:R:1 method="wB97M-V/def2-TZVPD" spin_multiplicity=1 e_homo_ha=-0.0932 total_charge=-1 mol_weight_g_mol=91.026
C -0.003 -0.837 0.445 -0.05
C -0.624 0.095 -0.667 -0.81
O 1.525 1.968 -0.220 -1.18
O 0.598 0.036 1.300 -0.84
P 0.261 1.606 0.438 1.25
H -0.900 -1.406 0.905 0.11
H 0.773 -1.395 -0.003 0.14
H 0.019 0.058 -1.514 0.20
H -1.649 -0.126 -0.684 0.18

***

#C
9
Properties=species:S:1:pos:R:3:nbo_charge:R:1 method="wB97M-V/def2-TZVPD" spin_multiplicity=1 e_homo_ha=-0.0877 total_charge=-1 mol_weight_g_mol=91.026
C 0.116 -1.195 -0.015 0.06
C 0.563 1.000 0.101 -0.94
O 3.146 0.385 -0.669 -1.17
O 1.419 -1.525 -0.017 -0.83
P 2.220 0.093 0.480 1.24
H -0.379 -1.440 0.914 0.13
H -0.417 -1.364 -0.960 0.15
H 0.672 1.562 -0.942 0.19
H 0.187 1.683 0.851 0.17

***

List of relative energies, unit eV: #A 0.139; #B 0.000; #C 1.791

***

#A
14
Properties=species:S:1:pos:R:3:nbo_charge:R:1 method="wB97M-V/def2-TZVPD" spin_multiplicity=1 e_homo_ha=0.0133 total_charge=-2 mol_weight_g_mol=108.162
C 0.802 -0.235 -0.603 -0.03
O 0.613 -1.163 -1.627 -0.87
C -0.632 -0.134 0.103 -0.42
C -0.448 0.931 1.210 -0.53
S -1.864 1.448 2.219 -0.77
H 1.560 -0.606 0.097 0.12
H 1.056 0.768 -1.002 0.11
H -1.099 -1.106 0.164 0.19
H -1.231 0.187 -0.787 0.18
H -0.005 1.733 0.583 0.17
H 0.329 0.513 1.842 0.16
H 1.585 -1.552 -2.164 0.50
H 2.564 -2.806 -2.699 0.40
O 2.670 -1.871 -2.915 -1.21

***

#B
14
Properties=species:S:1:pos:R:3:nbo_charge:R:1 method="wB97M-V/def2-TZVPD" spin_multiplicity=1 e_homo_ha=-0.0013 total_charge=-2 mol_weight_g_mol=108.162
C -0.227 -0.391 0.349 -0.04
O -1.556 -0.688 0.342 -0.77
C 0.273 0.181 -1.021 -0.43
C 1.844 -0.035 -1.140 -0.53
S 2.665 1.211 -2.168 -0.74
H 0.168 0.421 1.160 0.15
H 0.396 -1.336 0.569 0.11
H 0.067 1.287 -0.993 0.20
H -0.531 -0.210 -1.759 0.18
H 2.085 -1.085 -1.470 0.16
H 2.161 -0.074 -0.080 0.17
H -1.769 -0.356 1.248 0.52
H -2.901 0.681 2.031 0.38
O -2.676 0.393 2.932 -1.34

***

List of relative energies, unit eV: #A 0.000; #B 0.394